[1]
{"formula": "HN2O4S", "method": "ωB97M-V/def2-TZVPD", "species": ["O", "S", "O", "N", "N", "O", "O", "H"], "coordinates": [[0.328, 0.329, -2.640], [-0.486, 0.921, -1.630], [0.181, 2.061, -1.025], [-0.631, -0.442, -0.072], [0.225, -0.306, 0.727], [1.149, 0.408, 1.032], [0.104, -1.389, 1.865], [-0.871, -1.583, 1.744]], "atomic_forces_ev_per_a": [[1.093, -1.640, -1.223], [-1.431, 1.847, 0.455], [-0.191, 0.251, 0.498], [-0.520, 0.133, -1.769], [0.753, -0.644, 2.372], [0.450, 0.346, -0.628], [-1.743, -0.308, 0.077], [1.589, 0.015, 0.217]], "total_charge": -1, "max_force_ev_per_a": 2.570, "total_energy_ha": -809.185823, "relative_energy_kj_mol": 217.77, "homo_ev": -4.53, "smiles": "O=S(=O)=NN([O-])O", "homo_lumo_gap_ha": 0.3107}

---

[2]
{"formula": "C4H17N2O2", "method": "ωB97M-V/def2-TZVPD", "species": ["C", "C", "C", "C", "N", "N", "H", "H", "H", "H", "H", "H", "H", "H", "H", "H", "H", "H", "H", "H", "H", "O", "H", "H", "O"], "coordinates": [[1.350, -0.335, -0.881], [1.517, -1.002, 0.481], [0.424, -1.922, 0.912], [-2.025, -2.020, 0.848], [-0.859, -1.230, 1.195], [0.211, 0.701, -0.700], [1.055, -1.024, -1.654], [2.299, 0.162, -1.048], [2.420, -1.629, 0.361], [1.796, -0.299, 1.271], [0.681, -2.545, 1.824], [0.190, -2.652, 0.116], [-1.809, -2.641, -0.036], [-2.882, -1.428, 0.581], [-2.310, -2.684, 1.673], [-0.845, -0.821, 2.123], [-0.385, 0.304, 0.104], [0.691, 1.548, -0.298], [-0.264, 0.870, -1.584], [0.437, 1.515, 1.921], [0.821, 3.011, 1.995], [1.008, 2.200, 1.490], [-0.651, 3.167, -2.757], [-1.565, 2.456, -3.895], [-1.291, 2.491, -2.966]], "atomic_forces_ev_per_a": [[-1.020, 0.758, 1.848], [1.546, -0.944, -0.207], [-1.474, -1.228, 1.151], [0.066, -0.702, 0.391], [0.914, 0.412, -1.291], [1.862, -0.721, 0.719], [0.133, -0.199, -0.271], [-0.197, 0.330, -0.713], [-0.165, 0.092, 0.137], [-0.235, 0.207, -0.262], [0.264, 0.622, -0.958], [0.350, 0.279, 0.227], [0.015, 0.214, 0.376], [-0.326, 0.543, 0.077], [-0.118, -0.140, -0.186], [-0.325, -0.093, 0.071], [-0.167, 0.262, -1.058], [-0.818, -0.061, -0.254], [-0.448, 0.452, 0.096], [-0.026, 0.307, 0.226], [-0.041, 0.012, -0.077], [0.112, -0.294, -0.154], [0.189, 0.547, -0.538], [0.550, 0.546, 0.375], [-0.642, -1.199, 0.275]], "max_force_ev_per_a": 2.243, "total_energy_ha": -422.443757, "spin_multiplicity": 2, "relative_energy_kj_mol": 117.29, "homo_ev": [-2.57, -9.31], "homo_lumo_gap_ha": [0.1151, 0.3566]}

---

[3]
{"formula": "H35O18", "method": "ωB97M-V/def2-TZVPD", "species": ["O", "H", "H", "O", "H", "O", "H", "H", "O", "H", "H", "O", "H", "H", "O", "H", "H", "O", "H", "H", "O", "H", "H", "O", "H", "H", "O", "H", "H", "O", "H", "H", "O", "H", "H", "O", "H", "H", "O", "H", "H", "O", "H", "H", "O", "H", "H", "O", "H", "H", "O", "H", "H"], "coordinates": [[-1.469, -4.523, 0.710], [5.440, 1.079, -1.177], [-4.689, 2.058, -1.927], [2.686, -3.971, 0.353], [-1.076, 2.100, -4.736], [-1.189, 2.114, -0.825], [0.987, 4.196, 3.777], [-0.548, 1.479, -1.387], [1.671, -3.751, -2.534], [0.251, -0.491, 3.450], [1.350, -2.901, -2.248], [3.647, 3.017, 0.296], [3.135, 3.297, 1.133], [-2.097, -5.186, 0.431], [-2.051, 0.650, -2.829], [5.259, 2.378, -0.333], [-1.695, 1.489, -2.601], [5.815, 1.902, -1.118], [1.694, 0.069, -2.706], [-0.654, 1.946, 0.012], [1.912, -1.610, 1.047], [-1.290, 0.119, 1.746], [1.138, -0.356, -1.273], [0.502, 1.268, 1.146], [0.505, 0.930, 2.092], [2.371, -0.786, 0.919], [-1.765, -1.966, 0.208], [-2.025, -2.501, 0.985], [-3.064, 0.625, 4.150], [0.887, 0.001, -2.050], [-2.182, 1.494, 5.134], [0.926, 0.330, 1.044], [0.750, 3.902, 4.575], [0.677, 3.022, 4.432], [2.260, -4.203, -1.983], [-2.980, 0.914, 5.055], [3.561, -4.344, 0.903], [-1.726, 0.078, -2.052], [-5.024, 2.918, -1.896], [3.029, 2.356, -0.103], [-0.820, -4.908, 1.409], [1.073, -0.157, 3.057], [2.377, -2.993, 0.437], [-2.157, -2.689, -0.288], [-2.883, -2.476, -2.422], [-4.282, 3.510, -1.739], [-2.776, -1.678, -1.858], [-0.425, 2.260, -5.583], [1.417, -1.192, 1.962], [-0.671, 1.591, -6.158], [-1.968, 0.786, 2.036], [-1.835, 1.670, 1.841], [-1.980, -2.867, -2.513]], "atomic_forces_ev_per_a": [[1.762, -0.643, 1.904], [-1.407, -3.271, -0.214], [1.103, -2.085, -0.039], [2.631, -1.631, 1.095], [2.483, 0.448, -3.241], [3.334, -2.233, -0.634], [1.454, 2.294, -4.800], [-1.784, 2.152, 1.626], [-1.610, 0.240, -2.839], [0.423, 0.051, 0.108], [0.389, 0.035, 0.848], [-2.042, -0.105, 1.580], [1.282, -0.719, -1.913], [0.059, -0.601, 0.237], [0.052, -2.675, 0.800], [1.745, -1.549, -2.703], [0.030, 1.191, 0.426], [-0.268, 4.774, 2.857], [-2.433, -0.324, 2.318], [-0.810, 0.413, -0.608], [-1.501, 1.385, 1.403], [-0.860, 1.971, -0.044], [1.735, -2.064, 4.110], [1.694, -2.238, -0.784], [0.014, 0.719, 1.364], [1.119, 0.204, -0.520], [-0.934, -0.701, 0.845], [0.836, 1.154, 0.824], [0.474, 0.139, -0.661], [0.621, 2.285, -6.218], [-1.103, -0.935, -0.540], [-0.980, 2.204, -1.221], [-1.008, 2.268, 5.024], [-0.436, -4.665, -0.259], [1.122, -0.182, 2.090], [0.710, 0.804, 1.095], [-3.833, 2.613, -2.103], [-0.749, 1.364, -1.880], [-1.054, 2.342, 0.019], [0.569, 0.805, 0.424], [-1.887, 0.766, -2.076], [-0.612, -0.888, -0.217], [1.362, -1.477, 1.061], [0.262, 0.117, -1.690], [0.966, -0.031, 0.386], [0.041, -0.303, 0.024], [-0.056, -0.767, -0.613], [-1.694, 1.572, 4.986], [0.540, -0.634, -0.341], [-0.790, -2.129, -1.739], [-1.174, -4.152, 1.418], [1.209, 2.025, -1.070], [-1.000, 0.667, 0.098]], "total_charge": -1, "max_force_ev_per_a": 6.653, "total_energy_ha": -1375.218389, "relative_energy_kj_mol": 414.69, "homo_ev": -6.93, "homo_lumo_gap_ha": 0.3299}